(1)
DFT (ωB97M-V with the def2-TZVPD basis set) results for a molecular structure, C6H12O.

Atoms and positions in Å:
H 1.3094 0.7363 -2.3548
H -0.9591 0.0075 -1.7095
H 0.9061 -1.4386 -1.1963
H -1.3518 0.6152 1.2369
H -1.7770 -1.0977 1.5836
C 0.8505 -0.5428 -0.5800
H 0.8484 -1.5645 1.3129
H 1.5246 1.5673 -0.7338
C -0.3369 0.3498 -0.8782
C -2.2656 -0.1956 1.2061
O 2.7416 -1.1108 0.8184
H 3.2199 -0.4170 0.3463
C 1.0818 0.7459 -1.2925
C 1.3748 -0.7377 0.8228
C -0.8807 1.2409 0.1634
H -2.9701 0.2154 1.9340
H 1.2010 0.1726 1.4135
H -2.7625 -0.3989 0.2598
H -1.7619 1.7776 -0.2175

ΔE to the lowest compared entry with this formula, charge and spin = 120.94 kcal/mol
Maximum force = 0.414 eV Å⁻¹
Frontier orbital gap = 8.9 eV
HOMO level = -8.144 eV


(2)
DFT (ωB97M-V with the def2-TZVPD basis set) results for a single C6H12O molecule.

Atoms and positions in Å:
H -1.3011 0.6146 -2.0737
C 1.3370 0.8465 -0.1177
H 1.4810 1.9306 -0.1234
H -1.9626 -1.7532 1.5735
C -1.3008 -0.7513 -0.3648
O 0.3979 0.5770 0.9154
C -0.2458 -0.6382 0.7046
C -1.7978 0.4732 -1.1069
H 3.1828 0.4681 0.9773
H -2.2077 0.0622 1.4640
H -1.2868 -1.6730 -0.9452
H 2.5399 -0.9512 0.1270
H 0.8945 0.5615 -1.0829
H 0.3863 -1.5172 0.8543
H -2.8738 0.3754 -1.2933
H 3.3189 0.3509 -0.7870
C 2.6705 0.1347 0.0690
C -1.6753 -0.8161 1.1010
H -1.6429 1.3789 -0.5093

ΔE to the lowest compared entry with this formula, charge and spin = 34.96 kcal/mol
Maximum force = 0.264 eV Å⁻¹
SMILES string = CCO[C@H]1C[C@H]1C
Frontier orbital gap = 10.6 eV
HOMO level = -9.418 eV


(3)
DFT (ωB97M-V with the def2-TZVPD basis set) results for a molecular structure, C6H12O.

Atoms and positions in Å:
H 1.5880 -0.1808 -1.3167
H 2.0047 -0.5660 0.9916
H -0.1233 -0.0737 -1.4158
H -2.0284 1.1170 -0.4063
H 0.1366 2.1966 0.0218
C -1.0856 -0.7352 -0.9352
H 0.5651 0.3035 1.4979
H 0.8471 -2.5947 0.8364
H -2.9115 -0.3442 0.0003
C 0.9514 -0.3910 0.7436
O -0.5554 -1.8674 -0.4184
H -0.4778 -1.7712 1.6799
C 0.8497 0.2583 -0.6330
H 1.8812 2.1208 -0.2520
C 0.1806 -1.7284 0.8031
H 0.7783 2.1835 -1.6339
H -1.5991 0.1896 1.0587
C 0.9116 1.7728 -0.6283
C -1.9131 0.1102 0.0065

ΔE to the lowest compared entry with this formula, charge and spin = 96.43 kcal/mol
Maximum force = 0.228 eV Å⁻¹
Frontier orbital gap = 8.6 eV
HOMO level = -7.589 eV


(4)
DFT (ωB97M-V with the def2-TZVPD basis set) results for a single C6H12O molecule.

Atoms and positions in Å:
H -0.9393 -2.7905 0.1844
C -0.2589 -1.1271 -0.5803
H -0.6902 2.3057 -0.1108
H 1.8124 -0.6662 -0.1454
C -0.8372 0.2060 -0.1319
H 0.7231 2.7348 1.7987
C 1.1705 -1.5325 -0.3268
H 1.0315 1.0159 2.0798
H 0.0217 0.4161 -2.1568
H -1.8151 0.0891 0.3323
H -1.6078 -0.4287 -2.1634
H -0.5864 1.6920 2.3599
O -1.1580 -2.2130 -0.5564
H 1.2072 -2.1544 0.5795
C -0.0702 1.4693 0.2445
H 1.5834 -2.1214 -1.1526
H 0.8461 1.5223 -0.3593
C -0.7236 -0.1475 -1.6003
C 0.2909 1.7302 1.7050

ΔE to the lowest compared entry with this formula, charge and spin = 27.63 kcal/mol
Maximum force = 0.324 eV Å⁻¹
SMILES string = CC[C@H]1C[C@]1(C)O
Frontier orbital gap = 10.3 eV
HOMO level = -9.245 eV


(5)
DFT (ωB97M-V with the def2-TZVPD basis set) results for 2 unconnected molecules or ions with the total composition C6H12O at a distorted geometry.

Atoms and positions in Å:
H -2.8187 -0.5259 0.7321
C -2.0382 0.1665 1.0362
C 1.1755 -1.0127 0.8118
C 0.0391 0.2493 -1.1369
H 2.6822 -0.6386 -0.3493
H 0.9268 -1.8531 1.4650
H 1.2234 1.7006 -2.1025
C -1.7087 1.2291 0.3075
C 1.0516 1.1065 -1.2167
H 1.1200 -0.0973 1.4279
H 0.2988 -1.7842 -0.9920
H -2.2335 1.4761 -0.6074
H -1.5492 -0.0430 1.9840
H -0.7244 0.2377 -1.9158
C 0.1133 -0.9730 -0.2781
H -0.8510 -1.1221 0.2238
H -0.9677 1.9416 0.6440
H 1.7657 1.1989 -0.4011
O 2.4951 -1.2563 0.3673

ΔE to the lowest compared entry with this formula, charge and spin = 70.45 kcal/mol
Maximum force = 1.457 eV Å⁻¹
SMILES string = C=CCCO.C=C
Frontier orbital gap = 10.2 eV
HOMO level = -9.240 eV


(6)
DFT (ωB97M-V with the def2-TZVPD basis set) results for a molecular structure, C6H12O at a distorted geometry.

Atoms and positions in Å:
H -0.0831 1.7607 -0.4560
C 1.7953 0.0080 -0.2114
H -2.0193 -0.7183 -1.0652
C 1.2902 0.7499 0.8997
C -1.2803 0.3140 0.6716
H 0.8717 -1.4815 1.1514
H 1.7917 1.5331 1.4310
H 0.9125 -0.5103 -2.6907
H -1.6742 1.0398 1.4129
H -3.2938 -0.2545 0.0761
H 2.6731 0.0883 -0.8605
H 0.3376 -0.5041 -1.2672
H 2.5612 -0.9244 1.5672
H -2.5641 0.9696 -0.9656
O 0.7407 -1.1122 -1.9527
C 0.0485 0.8307 0.1084
C -2.3526 0.0666 -0.3806
H -1.1018 -0.6057 1.2371
C 1.6369 -0.7190 1.0367

ΔE to the lowest compared entry with this formula, charge and spin = 109.15 kcal/mol
Maximum force = 1.476 eV Å⁻¹
Frontier orbital gap = 9.3 eV
HOMO level = -8.337 eV